This record from the OMol25 dataset describes F4H14O15P2V2 as an isolated structure in a non-equilibrium geometry. The level of theory is wB97M-V/def2-TZVPD.

Computed properties:
- E_tot (Eh) = -4107.4454
- HOMO-LUMO gap (Ha) = 0.287

Last column: Mulliken charge in e.
Geometry (Å):
O -10.08417 -15.04724 -7.64317  -0.444
V -10.82573 -15.44497 -9.08113  1.079
O -11.55572 -14.03556 -9.57184  -0.443
O -6.26095 -20.08760 -11.39773  -0.472
V -6.69371 -18.58180 -11.69474  1.568
O -6.20603 -18.32056 -13.21750  -0.488
O -8.91808 -15.15529 -10.06937  0.159
P -7.65439 -15.20729 -10.91590  0.097
O -7.13550 -16.51859 -11.51222  -0.232
F -6.45258 -14.68123 -10.01958  -0.186
F -7.75147 -14.09654 -12.19236  -0.316
O -10.09003 -17.49346 -8.76673  -0.259
P -9.02510 -18.55010 -8.78012  0.432
O -8.00740 -18.61743 -9.97833  -0.225
F -9.69231 -20.04111 -8.60853  -0.231
F -8.01969 -18.36751 -7.48322  -0.261
O -3.62267 -15.73766 -9.55963  -0.629
H -4.53379 -15.45126 -9.62321  0.314
H -3.35938 -15.50453 -8.66937  0.318
O -5.01806 -12.25218 -8.73382  -0.683
H -5.26438 -12.99341 -8.18053  0.355
H -5.12013 -11.48644 -8.16860  0.316
O -6.11297 -14.49249 -7.45320  -0.716
H -5.93729 -15.38547 -7.15665  0.311
H -6.52116 -14.60081 -8.31220  0.379
O -7.22668 -15.22460 -15.03516  -0.603
H -7.15625 -15.66515 -14.18829  0.280
H -8.16796 -15.17226 -15.20090  0.296
O -6.73015 -11.48185 -10.70765  -0.636
H -6.73160 -12.17338 -11.36947  0.258
H -5.99354 -11.69830 -10.13599  0.398
O -9.02691 -12.85849 -13.72016  -0.686
H -8.50055 -13.28216 -13.04216  0.600
H -9.08069 -13.50679 -14.42234  0.237
O -11.29065 -16.10871 -11.26673  -0.417
H -10.77272 -16.18780 -12.06780  0.253
H -12.18647 -16.30692 -11.53960  0.278

Force components x, y, z for each atom (eV/Å):
-2.73 -1.18 -4.00
3.05 5.61 2.35
1.39 -4.21 1.63
-0.31 2.23 -0.26
1.08 -1.67 -1.76
-1.30 -0.54 2.72
2.02 -0.06 -1.97
-1.13 -0.78 -0.22
-0.95 2.45 0.81
-1.11 0.17 -1.68
1.80 -3.54 4.41
0.38 -1.25 -0.21
2.68 -0.81 -1.08
-2.53 0.19 2.11
1.41 3.07 0.03
-2.40 -0.69 -2.21
0.02 -0.35 -0.21
-0.07 0.21 -0.02
0.13 0.13 0.22
0.45 0.33 -0.27
-0.11 -0.48 0.42
0.02 0.26 0.16
0.18 0.11 0.26
0.07 -0.21 0.29
-0.33 0.05 0.22
0.07 0.10 -0.14
0.19 -0.26 0.24
-0.16 -0.10 -0.21
-0.65 0.18 -0.45
0.03 0.10 -0.29
0.41 -0.25 0.48
-0.87 0.59 -0.61
-0.70 0.82 -0.79
0.07 0.15 -0.21
-0.13 -0.50 0.27
0.42 0.07 -0.04
-0.41 0.07 -0.02